Entry from the Open Molecules 2025 dataset: a 2-piece molecular cluster, C4H8Cl overall (the ωB97M-V functional and the def2-TZVPD basis).

Frontier orbital gap (spin up / spin down) (eV): 11.79 / 6.68
Energy relative to the best compared isomer or geometry (same formula, charge and spin) (kJ/mol): 93.3
E_tot (hartree): -617.2945
E_LUMO (spin up / spin down) (Eh): 0.0457 / -0.1416
Multiplicity: 2

Element x y z (Å)
Cl1 0.791 2.523 3.032
H1 0.775 -1.280 1.086
C1 -0.091 -0.998 0.482
C2 0.117 -0.971 -1.047
C3 -0.066 0.549 -1.017
C4 -0.198 0.539 0.528
H2 -1.021 -1.512 0.750
H3 1.109 -1.267 -1.348
H4 -0.664 -1.468 -1.609
H5 0.809 1.097 -1.369
H6 -1.001 0.880 -1.488
H7 -1.171 0.881 0.899
H8 0.612 1.026 1.102